Record 1
{
  "formula": "C4H6N2S",
  "method": "ωB97M-V/def2-TZVPD",
  "species": ["N", "N", "C", "H", "C", "H", "H", "H", "S", "H", "C", "C", "H"],
  "positions_angstrom": [[0.63, -0.18, 0.13], [-0.99, -1.16, -1.31], [1.57, 0.72, -1.09], [-0.19, -1.24, -1.93], [-0.64, -0.65, -0.20], [-1.19, 0.29, 2.95], [2.16, 1.32, -0.44], [2.06, 0.13, -1.87], [0.84, 0.41, 1.67], [-2.63, -0.52, 0.69], [-1.48, -0.48, 0.95], [-0.86, 0.14, 1.98], [0.70, 1.23, -1.53]],
  "nbo_charge": [-0.607, -0.722, -0.359, 0.327, 0.353, 0.225, 0.208, 0.217, 0.512, 0.255, -0.287, -0.336, 0.216],
  "energy_ha": -663.6237,
  "smiles": "[H]/N=c1/ccsn1C",
  "relative_energy_kcal_mol": 65.8,
  "gap_ev": 8.40,
  "homo_ev": -7.786
}

---

Record 2
{
  "formula": "C4H6N2S",
  "method": "ωB97M-V/def2-TZVPD",
  "species": ["H", "C", "N", "H", "N", "H", "H", "H", "C", "H", "S", "C", "C"],
  "positions_angstrom": [[-0.74, 0.49, -2.78], [0.77, -0.76, -1.47], [0.02, 0.59, 1.07], [1.03, -1.55, -2.18], [-0.54, -0.78, -0.87], [-1.06, 0.08, 2.76], [-1.33, -0.97, 1.04], [0.31, 1.30, -1.44], [-0.12, 0.34, -1.86], [1.58, -0.47, -0.74], [0.84, 1.42, 3.53], [-0.12, 0.65, 2.47], [-0.65, -0.33, 0.48]],
  "nbo_charge": [0.227, -0.235, -0.518, 0.211, -0.453, 0.158, 0.156, 0.225, -0.268, 0.214, 0.055, -0.125, 0.354],
  "energy_ha": -663.6099,
  "smiles": "S=C/N=C/N1CC1",
  "relative_energy_kcal_mol": 74.5,
  "gap_ev": 8.22,
  "homo_ev": -8.891
}